Record 1
Density functional theory data (ωB97M-V/def2-TZVPD) for a gas-phase ion, C3H6N (charge +1).

## Properties
Max |F| = 3.37 eV/Å
Gap between HOMO and LUMO (alpha / beta) = 0.308 / 0.360 Ha
LUMO energy (alpha / beta) = -5.95 / -5.30 eV
HOMO level (alpha / beta) = -14.34 / -15.09 eV
Net charge = +1

Last column: Mulliken charge in e.
Geometry (Å):
N -0.246 -0.890 -0.435  -0.1161
C 0.234 0.908 0.379  -0.1659
C -0.266 0.573 -1.008  -0.3921
C 0.373 -0.562 0.904  -0.3662
H 1.324 1.164 0.409  0.2507
H -1.263 -0.898 -0.315  0.3763
H 1.049 -1.221 1.570  0.3489
H -0.048 1.705 1.007  0.4149
H 0.066 -1.640 -1.058  0.3253
H -1.224 0.860 -1.453  0.3242

Cartesian forces (eV/Å) of the 2 atoms listed first:
-0.201 -0.339 -1.050
2.900 -0.487 0.934

Record 2
Density functional theory data (ωB97M-V/def2-TZVPD) for C5H8O2 in the gas phase.

## Properties
Max |F| = 0.40 eV/Å
Gap between HOMO and LUMO = 0.403 Ha
LUMO energy = 0.79 eV
HOMO level = -10.17 eV

Last column: Mulliken charge in e.
Geometry (Å):
O 0.895 1.566 1.085  -0.5219
O 0.228 -2.179 0.341  -0.5372
C -1.301 -0.341 0.328  -0.7951
C 1.026 -0.154 -0.652  -0.5892
C -0.211 -1.049 -0.392  0.3315
C 0.858 1.327 -0.304  -0.6532
C -2.213 0.220 0.881  0.1860
H -3.001 0.736 1.389  0.4145
H -0.069 1.727 -0.742  0.3569
H 1.689 1.893 -0.736  0.3720
H -0.619 -1.389 -1.358  0.2139
H 1.320 -0.251 -1.704  0.3147
H 1.851 -0.553 -0.050  0.2835
H -0.524 -2.773 0.462  0.3204
H 0.070 1.219 1.452  0.3030

Cartesian forces (eV/Å) of the 2 atoms listed first:
-0.183 -0.038 0.203
-0.090 -0.259 0.102

Record 3
Density functional theory data (ωB97M-V/def2-TZVPD) for a gas-phase ion, C6H9N2S (charge +1).

## Properties
Max |F| = 5.82 eV/Å
Gap between HOMO and LUMO = 0.289 Ha
LUMO energy = -4.97 eV
HOMO level = -12.84 eV
Net charge = +1

Last column: Mulliken charge in e.
Geometry (Å):
S -1.988 -1.171 0.841  -0.0966
N -0.371 0.273 -0.801  -0.5619
N 1.543 0.013 1.210  -0.1229
C -0.593 -1.212 1.871  -0.3220
C 2.137 1.377 -0.834  -1.0781
C -1.540 -0.270 -0.651  0.7105
C 1.397 0.580 0.082  0.8484
C -2.539 -0.198 -1.725  -1.0946
C 0.676 -0.772 1.991  -0.1309
H 2.452 0.121 1.678  0.3028
H -3.467 0.210 -1.326  0.3435
H 1.179 -1.082 2.898  0.2820
H 1.480 2.148 -1.243  0.3401
H 3.028 1.816 -0.386  0.3852
H 2.424 0.761 -1.694  0.3101
H -2.739 -1.206 -2.091  0.3212
H -2.176 0.421 -2.541  0.3020
H -0.905 -1.809 2.722  0.2612

Cartesian forces (eV/Å) of the 2 atoms listed first:
-0.195 0.106 -0.362
0.974 0.944 -1.123

Record 4
Density functional theory data (ωB97M-V/def2-TZVPD) for a molecular structure, C12H12AsMoN5OS5.

## Properties
<S²> = 0.908
Max |F| = 3.45 eV/Å
Gap between HOMO and LUMO (alpha / beta) = 0.169 / 0.158 Ha
LUMO energy (alpha / beta) = 1.53 / 1.34 eV
HOMO level (alpha / beta) = -3.06 / -2.96 eV
Spin multiplicity = 2
Net charge = -1

Last column: Löwdin spin population.
Geometry (Å):
Mo 0.156 -0.109 0.076  0.9342
As -1.149 2.791 3.623  0.0173
S -2.709 3.878 2.731  0.0298
S -0.787 0.429 2.401  0.0789
S 0.676 3.784 3.404  0.0140
S -1.238 -1.652 -1.437  -0.0032
S 1.200 0.678 2.149  0.0878
O 0.655 -2.035 0.763  0.0057
N 0.356 -3.487 -2.557  -0.0025
N 0.084 1.753 -0.637  -0.0265
N 1.134 -0.224 -1.603  -0.0302
N -0.069 -2.993 1.236  -0.0023
N 1.295 -1.407 -2.242  0.0183
C -1.523 -5.062 2.386  0.0074
C 1.573 0.895 -2.178  -0.0676
C 1.254 3.372 -2.029  -0.0170
C -0.630 2.786 -0.149  -0.0015
C -0.465 4.085 -0.539  -0.0274
C 0.275 -2.188 -2.125  -0.0004
C 0.504 -4.209 1.442  0.0061
C -1.382 -2.819 1.538  0.0106
C 1.009 2.043 -1.622  -0.0185
C -2.109 -3.825 2.118  -0.0007
C 0.522 4.393 -1.491  -0.0084
C -0.192 -5.239 2.011  -0.0007
H 1.534 -4.285 1.132  0.0003
H -2.073 -5.850 2.871  0.0005
H 1.120 -3.667 -3.193  0.0001
H 2.037 3.554 -2.749  -0.0002
H 2.194 0.880 -3.061  -0.0045
H 0.695 5.419 -1.783  0.0000
H -1.076 4.852 -0.090  -0.0009
H -1.390 2.528 0.588  -0.0007
H -0.526 -3.913 -2.799  -0.0005
H -1.788 -1.835 1.331  0.0030
H 0.311 -6.182 2.162  -0.0002
H -3.141 -3.633 2.364  -0.0002

Cartesian forces (eV/Å) of the 2 atoms listed first:
-1.519 -0.078 3.091
-0.278 0.862 1.253

Record 5
Density functional theory data (ωB97M-V/def2-TZVPD) for 10 unconnected molecules or ions with the total composition C23H42N2O37S9.

## Properties
Max |F| = 8.66 eV/Å
Gap between HOMO and LUMO = 0.341 Ha
LUMO energy = 0.29 eV
HOMO level = -9.00 eV

Last column: Mulliken charge in e.
Geometry (Å):
S -2.729 3.400 3.502  1.0522
S 8.354 0.667 4.763  1.0560
S -4.081 -3.660 0.318  0.9414
S 2.879 1.196 1.660  0.9267
S -1.291 -1.570 3.188  0.9606
S 1.699 -6.516 0.878  1.0100
S -0.431 -1.975 -9.293  1.1986
S -3.057 0.756 -4.996  1.2009
S 4.380 4.440 5.517  1.1181
O 8.480 1.399 5.993  -0.5354
O 4.427 5.287 4.129  -0.3016
O -1.305 -2.004 1.623  -0.0647
O -0.239 -0.541 -10.034  -0.3209
O -5.425 -4.356 -0.272  -0.3148
O -3.231 -4.686 0.851  -0.5794
O -2.724 2.875 2.163  -0.3706
O 2.406 -0.130 1.952  -0.4527
O -1.528 3.630 4.254  -0.5926
O 6.961 -0.170 4.808  -0.3791
O 4.060 3.076 5.204  -0.4482
O 4.161 1.455 1.064  -0.5892
O -1.732 0.797 -5.941  -0.3804
O -4.104 0.225 -6.124  -0.3880
O -4.776 -2.873 1.558  -0.1466
O 7.935 1.715 3.592  -0.3559
O -2.646 -1.547 3.665  -0.6050
O 2.745 2.091 3.008  -0.1099
O -3.728 2.491 4.407  -0.2824
O 3.656 5.209 6.489  -0.6079
O -3.610 4.765 3.522  -0.3321
O 1.741 1.960 0.784  -0.2498
O -2.883 -0.283 -4.019  -0.4811
O 0.719 -2.211 -8.467  -0.5776
O -3.406 2.102 -4.649  -0.5946
O 1.746 -5.669 -0.508  -0.2994
O -0.559 -2.897 3.771  -0.3696
O -1.779 -2.055 -8.799  -0.5309
O 0.968 -5.747 1.850  -0.5014
O 5.963 4.532 5.874  -0.2993
O 9.385 -0.194 4.259  -0.5489
O 3.280 -6.418 1.241  -0.3194
O -0.309 -2.914 -10.614  -0.3124
O 1.384 -7.880 0.567  -0.5514
O -3.043 -0.040 -2.213  -0.0359
O -3.627 -2.684 -0.634  -0.4493
O -0.391 -0.459 3.337  -0.3538
N -3.106 3.667 -2.262  -0.6349
N -6.459 1.350 -1.855  -0.5674
C 5.672 5.981 4.051  -0.3620
C 0.273 -0.761 -11.348  -0.3346
C -6.190 -2.859 1.365  -0.3080
C 6.672 5.082 4.765  -0.0857
C -2.910 1.026 -1.205  1.3997
C -4.890 4.500 4.094  -0.3603
C -1.991 0.059 -7.135  -0.0555
C -6.505 -4.161 0.642  -0.4568
C -3.030 2.483 -1.910  -0.3474
C -0.317 -2.096 -11.784  -0.3677
C 5.955 0.565 4.112  0.0502
C -1.447 0.928 -0.514  -0.9497
C -0.470 -3.885 2.742  -0.3308
C 0.952 2.770 1.654  0.0601
C -4.168 0.885 -0.189  0.5065
C -0.413 -3.103 1.437  -0.4287
C -4.669 3.343 5.058  -0.3760
C 3.991 -5.865 0.132  -0.3514
C 1.906 3.217 2.753  -0.4757
C 6.696 1.308 3.009  -0.2691
C -3.478 0.251 -7.406  -0.3521
C 2.988 -4.970 -0.584  -0.1662
C -5.528 1.211 -1.046  0.1358
H 0.519 3.612 1.111  0.4532
H 4.314 -6.689 -0.510  0.2893
H 2.539 4.043 2.415  0.2653
H -1.015 -0.156 -0.468  0.1087
H 4.865 -5.311 0.478  0.3206
H -4.271 -0.169 0.282  0.0026
H 5.945 6.165 3.011  0.3522
H -0.009 0.055 -12.014  0.3177
H -5.572 4.217 3.287  0.2802
H 7.550 5.633 5.109  0.3281
H 1.364 -0.815 -11.281  0.2898
H 5.559 6.937 4.571  0.2691
H -3.885 -0.535 -8.045  0.3105
H -6.438 -1.992 0.744  0.2422
H -0.711 1.514 -1.214  0.3998
H -4.220 3.689 5.994  0.2908
H -3.673 1.227 -7.860  0.2998
H 6.991 4.257 4.121  0.0164
H -1.369 0.423 -7.955  0.1465
H 5.498 1.264 4.819  0.1438
H 0.590 -2.699 1.263  0.2647
H -1.354 -1.981 -12.112  0.2782
H 5.189 -0.106 3.720  0.2418
H -4.115 1.679 0.676  -0.0486
H -6.709 -2.778 2.322  0.3408
H -6.520 -5.005 1.337  0.2910
H 2.871 -4.014 -0.064  0.1545
H -3.163 -0.897 -1.698  0.2431
H 0.148 2.148 2.059  -0.1276
H -1.369 -4.508 2.789  0.2101
H 1.378 3.514 3.662  0.3518
H -5.274 5.389 4.598  0.3178
H 0.414 -4.511 2.886  0.4095
H -0.715 -3.704 0.578  0.4337
H 0.265 -2.564 -12.580  0.3163
H -5.591 2.802 5.277  0.3263
H 6.140 2.176 2.651  0.2742
H -1.359 1.421 0.524  -0.0631
H -7.455 -4.116 0.106  0.3279
H 6.918 0.645 2.168  0.3263
H 3.264 -4.786 -1.624  0.3342
H -1.759 -0.990 -6.941  0.2662

Cartesian forces (eV/Å) of the 2 atoms listed first:
-0.209 -0.030 0.359
-0.271 -0.140 0.129

Question: Which value of max |F| does entry 3 give?
Answer: 5.82 eV/Å

Question: Which value of max |F| does entry 3 give?
Answer: 5.82 eV/Å